Below is a structure of composition C35H43ClN2O7PbSb, with properties calculated with ωB97M-V/def2-TZVPD.

Geometry as XYZ:
```
90
Properties=species:S:1:pos:R:3:forces:R:3
Pb 0.145 0.245 1.511 -0.08 0.12 0.41
C 7.049 -0.305 0.141 0.00 0.03 0.04
O 6.933 -0.334 1.558 0.03 -0.02 -0.10
C 5.698 -0.346 2.088 -0.03 0.02 0.04
C 5.647 -0.415 3.494 0.08 -0.02 0.01
C 4.431 -0.462 4.102 -0.08 0.01 0.02
C 3.211 -0.391 3.384 -0.06 -0.09 -0.03
C 1.974 -0.402 4.131 0.01 0.10 0.04
C 1.888 -1.068 5.478 0.02 0.07 0.02
O 0.922 0.133 3.722 0.07 -0.22 -0.06
C 3.269 -0.305 1.964 0.18 -0.01 0.03
O 2.230 -0.293 1.155 -0.30 -0.09 0.01
C 4.536 -0.302 1.347 -0.08 0.00 -0.05
H 8.113 -0.316 -0.073 0.03 0.00 0.02
H 6.605 0.603 -0.271 -0.01 0.01 0.01
H 6.578 -1.181 -0.308 -0.01 -0.02 0.00
H 6.571 -0.440 4.057 -0.04 0.01 -0.04
H 4.396 -0.505 5.182 0.00 -0.03 -0.02
H 2.735 -1.707 5.701 -0.01 0.00 0.02
H 0.974 -1.662 5.480 0.00 0.02 0.00
H 1.777 -0.311 6.257 0.03 0.00 -0.03
H 4.546 -0.273 0.267 0.00 0.02 0.02
O -1.114 -1.932 2.324 0.04 -0.06 -0.27
C -1.555 -2.200 1.205 -0.14 -0.03 0.09
N -2.382 -3.206 0.842 0.12 -0.05 -0.02
C -2.552 -3.248 -0.606 0.08 0.02 -0.01
C -1.838 -1.917 -0.951 -0.08 -0.08 0.03
O -1.833 -1.477 -2.128 -0.14 0.22 0.14
N -1.247 -1.411 0.102 0.20 -0.03 -0.09
C -1.705 -4.338 -1.276 -0.09 -0.03 0.00
C -1.780 -4.499 -2.660 -0.06 -0.02 0.03
C -0.981 -5.430 -3.305 0.00 0.01 0.00
C -0.097 -6.217 -2.576 0.01 0.04 0.03
C -0.022 -6.065 -1.201 -0.02 0.02 0.00
C -0.821 -5.126 -0.552 0.08 -0.03 -0.01
C -4.020 -3.260 -1.007 0.01 0.04 -0.08
C -4.749 -2.074 -0.959 0.02 0.03 0.03
C -6.089 -2.057 -1.310 -0.01 -0.01 0.00
C -6.718 -3.231 -1.708 0.02 0.01 0.01
C -6.004 -4.419 -1.736 0.00 0.02 0.01
C -4.660 -4.434 -1.387 0.04 0.01 0.05
H -2.703 -3.920 1.474 0.00 0.03 0.02
H -2.484 -3.901 -3.226 0.03 -0.02 -0.01
H -1.056 -5.547 -4.380 0.00 -0.01 0.04
H 0.527 -6.946 -3.078 -0.03 0.02 0.02
H 0.657 -6.676 -0.620 -0.02 0.02 -0.03
H -0.737 -5.020 0.522 -0.02 0.02 -0.04
H -4.266 -1.155 -0.641 -0.03 -0.03 -0.05
H -6.643 -1.128 -1.278 0.01 -0.02 0.01
H -7.763 -3.216 -1.989 0.02 -0.01 0.01
H -6.491 -5.339 -2.034 0.01 0.02 0.02
H -4.109 -5.367 -1.411 -0.01 0.02 -0.04
Cl 0.037 3.257 0.444 -0.12 0.20 -0.27
C -1.469 2.928 -0.458 0.15 -0.18 -0.02
C -1.352 1.814 -1.486 -0.10 0.15 0.15
O -2.124 1.822 -2.453 0.02 0.00 0.06
O -0.473 0.896 -1.362 0.03 -0.22 -0.20
H -1.752 3.838 -0.973 -0.03 0.04 -0.02
H -2.249 2.671 0.256 -0.02 -0.02 0.02
C 2.067 1.190 -2.967 0.03 0.12 -0.06
C 0.806 1.558 -3.747 -0.25 -0.28 -0.21
C 1.088 1.773 -5.232 0.12 0.16 0.09
Sb -0.684 0.002 -3.396 0.08 -0.06 0.26
C -2.352 -0.036 -4.789 0.36 -0.04 0.27
C -3.633 -0.509 -4.118 -0.10 0.04 -0.18
C -2.508 1.319 -5.463 -0.13 -0.09 -0.10
C 0.370 -1.859 -3.696 0.09 0.41 0.09
C 1.241 -2.258 -2.508 -0.03 -0.13 -0.08
C 1.126 -1.797 -5.020 0.01 -0.17 0.05
H 2.736 2.054 -2.945 0.00 -0.03 -0.02
H 2.606 0.376 -3.456 0.00 0.02 0.01
H 1.865 0.904 -1.936 0.02 0.01 0.01
H 0.338 2.448 -3.325 0.06 0.04 -0.02
H 1.447 0.868 -5.721 -0.01 0.02 0.00
H 1.876 2.526 -5.333 -0.01 -0.03 -0.02
H 0.220 2.142 -5.772 0.05 0.01 0.00
H -1.993 -0.785 -5.505 -0.08 0.00 -0.03
H -3.952 0.201 -3.354 0.01 -0.02 0.00
H -3.539 -1.489 -3.660 -0.03 0.02 -0.04
H -4.416 -0.557 -4.880 0.00 0.02 0.02
H -2.730 2.098 -4.737 0.00 0.01 0.00
H -3.351 1.261 -6.158 0.02 0.03 0.01
H -1.632 1.608 -6.040 -0.05 -0.02 -0.01
H -0.475 -2.542 -3.773 0.03 -0.01 -0.04
H 2.176 -1.697 -2.490 -0.03 -0.01 0.02
H 1.487 -3.322 -2.581 0.02 0.03 -0.01
H 0.740 -2.110 -1.551 0.03 -0.01 -0.01
H 2.028 -1.188 -4.943 -0.02 -0.01 -0.02
H 0.516 -1.410 -5.842 0.03 -0.03 0.02
H 1.438 -2.806 -5.302 0.01 0.03 0.00
```
Positions in Å, forces in eV/Å.

Properties
lowest unoccupied orbital energy: -2.426 eV
total charge: +1
multiplicity: 1
F_max: 0.5 eV/A
calculated total energy: -78609.9701 eV
energy above the lowest of the compared OMol25 structures with the same formula, charge and spin: 43.3 kJ/mol
HOMO level: -10.32 eV

---

Below is an isolated molecule of C16H11ClFN5 at a distorted geometry, with properties calculated with ωB97M-V/def2-TZVPD.

Geometry as XYZ:
```
34
Properties=species:S:1:pos:R:3:forces:R:3
C 2.814 5.452 -0.250 0.07 -0.10 -0.09
C 1.967 4.245 0.000 0.10 -0.12 -0.12
C 0.890 4.251 0.875 0.10 -0.18 -0.15
C 0.125 3.120 1.082 -0.08 -0.18 0.00
C 0.412 1.926 0.414 0.57 0.65 -0.22
N -0.426 0.853 0.695 -0.31 0.05 0.29
C -0.569 -0.440 0.317 -0.84 -0.26 0.56
N -1.592 -1.028 0.895 0.47 0.76 -0.09
C -1.901 -2.322 0.645 0.18 -0.82 -0.45
C -3.007 -2.902 1.285 0.21 -0.07 -0.19
C -3.348 -4.211 1.050 0.00 -0.08 -0.03
C -2.591 -4.981 0.166 0.17 0.25 -0.04
Cl -3.033 -6.626 -0.120 -0.05 -0.18 -0.03
C -1.495 -4.452 -0.484 -0.08 -0.01 0.06
C -1.153 -3.127 -0.244 -0.90 -0.12 0.66
N -0.078 -2.504 -0.842 0.56 0.76 -0.15
C 0.866 -2.922 -1.726 -0.22 -0.11 0.13
N 1.690 -1.952 -1.996 0.46 -0.59 -0.57
N 1.322 -0.878 -1.309 -0.26 0.71 0.48
C 0.256 -1.180 -0.601 0.11 -0.62 -0.32
C 1.488 1.894 -0.467 0.09 0.10 -0.04
C 2.230 3.043 -0.649 -0.34 0.14 0.32
F 3.270 2.995 -1.508 -0.05 0.03 0.05
H 2.770 5.731 -1.302 0.05 0.10 -0.03
H 3.856 5.237 -0.014 0.07 0.09 0.00
H 2.480 6.291 0.354 0.00 0.06 0.03
H 0.646 5.160 1.404 -0.02 0.10 0.05
H -0.708 3.160 1.770 -0.10 -0.01 0.08
H -1.158 1.082 1.360 0.15 -0.13 -0.17
H -3.578 -2.290 1.963 -0.06 0.08 0.08
H -4.199 -4.654 1.543 -0.07 -0.06 0.03
H -0.918 -5.058 -1.165 0.02 -0.10 -0.06
H 0.923 -3.906 -2.140 -0.05 -0.25 -0.05
H 1.749 0.995 -1.003 0.06 0.11 -0.01
```
Positions in Å, forces in eV/Å.

Properties
lowest unoccupied orbital energy: -0.250 eV
multiplicity: 1
F_max: 1.1 eV/A
SMILES string: Cc1ccc(Nc2nc3ccc(Cl)cc3n3cnnc23)cc1F
calculated total energy: -39461.2525 eV
HOMO level: -7.83 eV

---

Below is a cluster of 2 separate species, C18H22O6 in total at a distorted geometry, with properties calculated with ωB97M-V/def2-TZVPD.

Geometry as XYZ:
```
46
Properties=species:S:1:pos:R:3:forces:R:3
C 4.888 2.024 0.440 -0.94 0.63 0.15
C 4.304 0.823 1.271 0.94 0.49 0.77
C 5.352 -0.361 1.523 -0.19 0.09 -0.73
C 6.548 -0.329 0.542 0.62 -1.23 -2.19
C 6.720 -1.124 -0.569 0.22 0.83 0.95
C 8.037 -0.710 -1.274 -1.17 0.37 -0.16
O 8.711 -1.247 -2.089 -0.51 0.08 0.31
O 8.367 0.586 -0.786 -0.18 -1.46 1.56
C 7.831 0.552 0.515 -1.33 0.28 0.94
O 8.308 1.081 1.473 0.05 0.12 -0.85
O 3.069 0.310 0.736 0.42 0.37 0.54
C 1.972 1.019 1.338 -1.00 0.31 -0.68
C 0.577 0.570 0.816 -2.18 -1.18 0.17
C 0.130 0.620 -0.573 -1.15 -0.54 1.34
C -1.233 0.207 -0.943 0.39 -0.21 1.84
C -2.188 -0.308 0.055 2.70 0.87 0.54
C -1.738 -0.375 1.447 1.22 0.83 -1.71
C -0.391 0.072 1.814 -0.68 -0.05 -1.81
H 4.863 1.869 -0.671 0.21 -0.18 1.03
H 5.905 2.352 0.785 -0.91 -0.53 -0.30
H 4.209 2.907 0.637 0.72 -0.83 -0.29
H 4.087 1.237 2.302 0.18 -0.42 -1.01
H 4.785 -1.309 1.305 0.65 0.83 0.41
H 5.659 -0.335 2.606 -0.05 -0.09 -1.22
H 6.061 -1.936 -0.949 0.79 0.71 0.40
H 1.980 0.850 2.447 0.06 0.37 -0.88
H 2.092 2.107 1.071 -0.13 -0.81 0.60
H 0.855 0.983 -1.340 -0.84 -0.36 0.61
H -1.576 0.276 -2.004 0.47 -0.07 1.06
H -3.205 -0.630 -0.260 0.97 0.32 0.29
H -2.429 -0.765 2.226 0.68 0.38 -0.62
H -0.120 0.018 2.895 -0.06 0.07 -1.05
C -8.386 -1.925 -0.430 -0.02 -0.06 -0.19
C -7.389 -0.895 0.058 -0.26 -0.12 -0.05
O -6.146 -1.002 -0.648 0.40 0.03 0.34
C -5.896 -0.408 -1.830 -0.01 -0.03 -0.46
C -7.042 0.171 -2.617 -0.18 0.57 0.16
O -4.778 -0.413 -2.276 -0.16 -0.11 0.38
H -8.635 -1.777 -1.482 -0.06 0.07 0.06
H -9.307 -1.875 0.153 0.04 0.00 0.00
H -7.968 -2.930 -0.342 0.00 0.07 0.10
H -7.780 0.123 0.011 0.03 -0.03 -0.11
H -7.157 -1.088 1.107 0.22 0.02 -0.12
H -7.406 -0.576 -3.322 0.01 0.02 0.04
H -6.676 1.037 -3.170 0.11 -0.22 -0.10
H -7.865 0.526 -2.002 -0.09 -0.20 -0.02
```
Positions in Å, forces in eV/Å.

Properties
lowest unoccupied orbital energy: -0.375 eV
multiplicity: 1
F_max: 2.9 eV/A
SMILES string: C[C@H](CC1=CC(=O)OC1=O)OCc1ccccc1.CCOC(C)=O
calculated total energy: -31305.4553 eV
energy above the lowest of the compared OMol25 structures with the same formula, charge and spin: 165.7 kJ/mol
HOMO level: -8.87 eV

---

Below is a structure of composition C6H8NO4S2 at a distorted geometry, with properties calculated with ωB97M-V/def2-TZVPD.

Geometry as XYZ:
```
21
Properties=species:S:1:pos:R:3:forces:R:3
C 0.830 -1.566 0.543 1.28 -1.61 -2.00
C 0.138 -1.313 1.735 -0.04 -0.20 0.21
C -0.191 -0.964 -2.759 -2.40 -2.17 -0.81
C 1.651 -0.547 0.190 1.25 1.49 -1.35
C 0.387 -0.094 2.326 0.62 -1.31 -1.90
C -0.372 0.393 3.491 2.50 -2.27 0.44
N -0.693 2.173 -2.800 -0.09 0.53 -0.58
O 0.870 -0.490 -3.079 1.94 0.88 -0.46
O -0.813 -1.951 -3.108 0.00 -0.88 -0.15
O -1.024 -0.186 -1.831 0.16 -0.07 -0.19
O -0.817 1.687 -0.404 -1.66 1.54 2.82
S 1.519 0.763 1.323 -0.05 -0.50 0.40
S -0.191 1.107 -1.536 0.99 1.56 -1.43
H 0.845 -2.526 -0.099 -0.49 1.69 1.30
H -0.519 -2.100 2.069 -0.37 0.27 0.62
H 2.260 -0.342 -0.776 -1.20 -0.73 1.95
H -0.926 1.160 3.161 -2.28 3.06 -0.70
H 0.311 0.687 4.291 -0.42 -0.11 0.31
H -0.994 -0.468 3.673 -0.41 0.02 1.01
H -1.469 2.838 -2.713 0.31 -0.68 0.93
H -0.802 1.740 -3.697 0.36 -0.52 -0.41
```
Positions in Å, forces in eV/Å.

Properties
lowest unoccupied orbital energy: 3.020 eV
total charge: -1
multiplicity: 1
F_max: 3.9 eV/A
calculated total energy: -37702.8502 eV
energy above the lowest of the compared OMol25 structures with the same formula, charge and spin: 27.2 kJ/mol
HOMO level: -4.93 eV